ORCA calculation (the ωB97M-V functional and the def2-TZVPD basis) on a cluster of 4 separate species, C12H12F4O12 in total in a non-equilibrium geometry.

Its gap between HOMO and LUMO is 11.3 eV. The value obtained for the energy is -48079.3913 eV. Its largest force on an atom is 0.0294 Eh/bohr. The HOMO energy is -0.4166 Eh. The energy above the lowest of the compared OMol25 structures with the same formula, charge and spin is 7.9 kJ/mol. Its SMILES is O=C1OC[C@@H](F)O1.O=C1OC[C@@H](F)O1.O=C1OC[C@@H](F)O1.O=C1OC[C@@H](F)O1. The lowest unoccupied orbital energy comes out at -0.013 eV.

Geometry (Å):
O  -2.931  4.752  -5.306
C  -2.215  3.838  -5.092
O  -2.332  2.986  -4.051
C  -1.302  1.996  -4.132
C  -0.588  2.287  -5.438
F  -0.829  1.321  -6.367
O  -1.133  3.511  -5.851
H  -0.691  1.977  -3.231
H  -1.789  1.018  -4.162
H  0.490  2.412  -5.359
O  -2.618  -1.109  4.116
C  -2.489  -2.104  4.742
O  -1.373  -2.413  5.468
C  -1.557  -3.697  6.021
C  -3.077  -3.838  6.003
F  -3.641  -3.202  7.069
O  -3.392  -3.121  4.835
H  -1.175  -4.478  5.352
H  -1.117  -3.857  6.999
H  -3.467  -4.848  5.940
O  0.395  0.278  -1.461
C  0.060  0.048  -0.344
O  0.705  -0.810  0.474
C  -0.103  -1.002  1.633
C  -0.963  0.249  1.640
F  -0.361  1.251  2.342
O  -0.998  0.612  0.287
H  -0.692  -1.915  1.562
H  0.485  -1.033  2.548
H  -1.939  0.059  2.080
O  6.224  2.232  -2.645
C  5.287  1.609  -2.290
O  4.658  0.650  -3.006
C  3.378  0.417  -2.387
C  3.674  0.785  -0.945
F  4.190  -0.266  -0.245
O  4.651  1.775  -1.081
H  2.666  1.095  -2.849
H  3.098  -0.629  -2.462
H  2.807  1.162  -0.407